Record 1
{
  "formula": "C43H86O17S4",
  "method": "wB97M-V/def2-TZVPD",
  "spin_multiplicity": 1,
  "orbital_gap_ev": 9.50,
  "total_energy_ha": -4561.71618,
  "symbols": ["C", "C", "C", "S", "O", "O", "C", "H", "H", "H", "H", "H", "H", "H", "H", "C", "C", "C", "S", "O", "O", "C", "H", "H", "H", "H", "H", "H", "H", "H", "C", "C", "C", "S", "O", "O", "C", "H", "H", "H", "H", "H", "H", "H", "H", "C", "C", "C", "S", "O", "O", "C", "H", "H", "H", "H", "H", "H", "H", "H", "C", "C", "O", "C", "H", "H", "H", "H", "H", "H", "C", "C", "O", "C", "H", "H", "H", "H", "H", "H", "C", "C", "O", "C", "H", "H", "H", "H", "H", "H", "C", "C", "O", "C", "H", "H", "H", "H", "H", "H", "C", "C", "O", "C", "H", "H", "H", "H", "H", "H", "C", "C", "O", "C", "H", "H", "H", "H", "H", "H", "C", "C", "O", "C", "H", "H", "H", "H", "H", "H", "C", "C", "O", "C", "H", "H", "H", "H", "H", "H", "C", "C", "O", "C", "H", "H", "H", "H", "H", "H"],
  "positions_angstrom": [[-1.6235, -8.5397, 14.3554], [-1.9997, -7.9909, 15.7548], [-1.4784, -8.9720, 16.8087], [-2.1101, -10.6167, 16.1208], [-3.5294, -10.8304, 16.4241], [-1.2974, -11.7351, 16.4582], [-1.7749, -10.0731, 14.3845], [-0.5518, -8.2665, 14.3614], [-2.0584, -8.0383, 13.5099], [-3.0563, -7.8119, 15.8758], [-1.5684, -6.9982, 15.8243], [-1.9273, -8.9642, 17.7848], [-0.3859, -9.0411, 16.8064], [-2.6013, -10.5172, 13.7797], [-0.8297, -10.5886, 14.1300], [-12.5459, -11.1606, 25.1130], [-11.8467, -12.0674, 26.0707], [-10.9320, -12.9346, 25.2170], [-10.3946, -11.8695, 23.9234], [-10.7035, -12.5607, 22.6707], [-9.0010, -11.4598, 24.1477], [-11.5112, -10.4926, 24.2549], [-13.1501, -10.4369, 25.6396], [-13.2075, -11.7502, 24.4489], [-12.6116, -12.6671, 26.6155], [-11.2192, -11.5163, 26.7808], [-11.5905, -13.6480, 24.6472], [-10.1008, -13.4858, 25.6786], [-11.7629, -10.0307, 23.3118], [-10.8571, -9.8388, 24.8335], [-6.7770, -8.8342, 16.4667], [-7.5504, -9.8096, 15.5455], [-6.5301, -10.3475, 14.5010], [-5.7568, -8.7799, 13.9276], [-6.5627, -8.1863, 12.8800], [-4.3178, -9.0318, 13.6775], [-5.9568, -7.9467, 15.5636], [-6.1329, -9.3970, 17.1413], [-7.4710, -8.2066, 17.0370], [-8.3730, -9.3494, 14.9971], [-7.9093, -10.6655, 16.1215], [-6.8811, -10.9067, 13.6425], [-5.6862, -10.9388, 14.9445], [-6.5347, -7.0532, 15.3151], [-4.9740, -7.6373, 15.9027], [-10.8727, -10.1955, 19.9210], [-11.9056, -9.1102, 20.2272], [-11.9525, -8.3015, 18.9452], [-10.2622, -7.9479, 18.6732], [-9.8378, -6.9320, 19.6479], [-9.9230, -7.6786, 17.2933], [-9.6372, -9.5104, 19.2016], [-11.2608, -10.8347, 19.1607], [-10.5921, -10.7472, 20.8338], [-11.5753, -8.4142, 21.0732], [-12.9232, -9.5816, 20.4214], [-12.5922, -7.4284, 18.9167], [-12.3053, -8.9662, 18.1271], [-8.7305, -9.3775, 19.7688], [-9.2673, -10.0736, 18.3116], [-10.8912, -16.9229, 22.9658], [-10.7778, -16.4451, 21.5375], [-11.5633, -16.7185, 20.6315], [-9.5801, -15.6221, 21.2616], [-10.2095, -17.7477, 23.0571], [-11.8430, -17.1938, 23.3501], [-10.4215, -16.1650, 23.6257], [-8.7616, -16.3298, 21.3124], [-9.4396, -14.8621, 21.9696], [-9.6984, -15.3067, 20.2492], [-3.7795, -15.9440, 21.2737], [-3.7736, -14.6642, 20.4588], [-4.2721, -13.6318, 20.8675], [-2.9977, -14.7720, 19.1951], [-4.6736, -16.5084, 21.0385], [-3.9071, -15.8373, 22.3296], [-2.8648, -16.5357, 21.0869], [-3.1106, -13.8974, 18.5501], [-3.1210, -15.7706, 18.7063], [-1.9720, -14.7492, 19.5224], [-6.1769, -14.6002, 23.8489], [-7.3171, -15.5138, 24.2579], [-8.4222, -15.0814, 24.3044], [-6.9603, -16.9696, 24.4936], [-6.4691, -13.5296, 23.8156], [-5.6720, -14.8241, 22.9019], [-5.3874, -14.6642, 24.6549], [-7.3617, -17.7064, 23.7033], [-7.2773, -17.1941, 25.5009], [-5.8812, -17.0795, 24.5011], [-7.4557, -12.8516, 20.2346], [-7.1409, -12.5767, 18.7064], [-7.7317, -13.1412, 17.8267], [-6.2054, -11.4731, 18.5056], [-8.4577, -12.7141, 20.5635], [-6.7662, -12.2730, 20.8470], [-7.3264, -13.8673, 20.5781], [-5.7165, -11.6224, 17.5486], [-5.4128, -11.4744, 19.2508], [-6.7749, -10.5471, 18.4424], [-4.4760, -14.2907, 15.1717], [-5.9916, -14.7000, 15.2572], [-6.3131, -15.7194, 15.8410], [-6.9534, -13.7643, 14.5367], [-3.9330, -15.1240, 15.6375], [-4.3185, -13.3832, 15.7869], [-4.1655, -14.0478, 14.1290], [-6.2996, -13.0359, 14.0235], [-7.6082, -13.2166, 15.2610], [-7.4885, -14.2792, 13.7687], [-6.1688, -16.2287, 18.9129], [-6.7696, -17.3890, 19.7333], [-6.5354, -17.4571, 20.9119], [-7.5726, -18.3815, 18.9841], [-5.3844, -16.7534, 18.3540], [-5.7306, -15.4117, 19.5032], [-6.8676, -15.8496, 18.1790], [-8.1622, -17.8792, 18.2129], [-8.1338, -19.1618, 19.5386], [-6.8311, -18.9682, 18.3443], [-4.2769, -10.7355, 22.0713], [-3.1129, -10.4950, 21.1689], [-3.3006, -10.0428, 20.0626], [-1.7456, -10.8302, 21.5586], [-4.0785, -10.6077, 23.1210], [-4.4700, -11.8326, 21.9136], [-5.1887, -10.2358, 21.7562], [-1.3588, -11.4455, 20.7301], [-1.6424, -11.2977, 22.5392], [-0.9954, -10.0433, 21.4826], [-13.9141, -12.3705, 21.1361], [-13.6370, -12.2560, 19.6393], [-13.8586, -11.1595, 19.1570], [-12.9729, -13.3991, 18.8705], [-14.5338, -11.4830, 21.4287], [-13.0084, -12.4220, 21.7001], [-14.4995, -13.2281, 21.4264], [-13.3354, -13.3925, 17.8559], [-13.3373, -14.3228, 19.3883], [-11.8399, -13.4491, 18.9963], [-10.9535, -12.6455, 16.2232], [-10.8372, -14.0856, 16.0545], [-11.1777, -14.6065, 15.0323], [-10.1511, -14.8942, 17.1671], [-11.6310, -12.2871, 15.4758], [-10.0110, -12.1972, 15.9913], [-11.2829, -12.2881, 17.1547], [-9.8709, -14.3378, 18.0613], [-9.4458, -15.6208, 16.7977], [-11.0262, -15.5348, 17.4118]],
  "forces_ev_per_a": [[1.23, -0.45, 1.46], [-0.27, 0.30, -0.09], [-0.83, -1.30, -1.18], [-0.84, 1.73, -0.45], [0.82, 1.00, -0.59], [1.33, -0.85, 0.30], [-0.35, -1.02, -0.36], [-0.16, -0.57, -0.57], [-0.58, -0.01, -0.06], [-0.40, -0.36, 0.00], [0.33, 0.10, 0.37], [0.00, 0.47, 0.56], [-0.21, -0.09, 0.18], [0.66, 0.68, 0.37], [-0.50, 0.18, 0.18], [-1.31, 0.49, -0.80], [0.22, -0.97, 1.08], [-1.34, -1.37, -0.31], [2.66, -0.50, -1.07], [-0.08, 0.86, 0.42], [-1.59, -0.12, -0.27], [1.41, -0.41, 0.14], [-0.29, 0.25, 0.05], [0.09, 0.20, 0.38], [0.79, 0.32, -0.17], [-0.36, 0.08, 0.07], [0.76, 0.34, 0.63], [-0.25, 0.45, -0.19], [-0.41, 0.04, -0.15], [-0.21, 0.26, 0.00], [-0.32, -0.25, -0.38], [0.76, -1.03, -0.32], [1.03, 0.81, 0.58], [1.40, -1.63, 0.42], [0.31, 0.03, 0.66], [-1.99, 0.68, 0.11], [-0.22, 0.95, -1.31], [0.00, 0.18, -0.22], [0.11, -0.27, 0.00], [-0.07, 0.15, 0.30], [-0.27, 0.10, 0.02], [-0.47, 0.23, -0.12], [-0.69, 0.67, -0.05], [0.13, 0.07, -0.01], [-0.03, -0.20, 0.09], [1.52, 0.73, 0.59], [-0.88, 0.35, 1.04], [-1.08, -0.87, -0.74], [1.65, 2.46, 0.33], [-0.63, -1.16, -0.72], [-0.34, -0.37, 0.04], [-0.19, -1.46, -0.38], [-0.58, -0.79, -0.17], [0.03, 0.00, -0.60], [-0.50, -1.10, -0.94], [1.37, 0.76, -0.03], [0.26, 0.38, 0.22], [0.31, 0.31, 0.30], [-0.01, 0.42, 0.72], [-0.74, 0.32, 0.41], [1.14, 1.17, 0.20], [-1.67, -0.28, -0.58], [0.59, 0.10, 1.28], [-0.18, -1.42, -0.81], [0.29, -0.77, 0.04], [-0.96, -0.29, -0.14], [-0.41, -0.27, -0.31], [0.59, 0.02, 0.09], [0.24, 1.19, 0.86], [0.27, 0.63, -0.67], [0.43, -0.26, -0.37], [0.25, -0.28, 1.15], [-0.04, -0.36, -0.42], [-0.10, -0.25, -0.67], [0.01, -0.37, -0.50], [0.28, 0.71, 0.72], [-0.55, 0.15, -0.05], [-0.29, -0.31, -0.15], [-0.11, 1.00, 0.19], [0.71, -0.06, 0.17], [1.07, 0.99, 1.23], [2.03, -0.26, -1.71], [-2.07, 0.35, 0.61], [-0.01, -0.58, -0.83], [-0.22, -0.74, -0.01], [-0.38, -0.35, 0.19], [-0.56, -0.05, -0.80], [0.29, 1.35, 1.30], [-0.48, -0.50, 0.20], [0.19, -0.05, -0.17], [1.31, -0.10, -0.69], [-1.44, -0.47, 2.91], [-0.13, -0.41, -0.71], [1.15, -0.16, -0.81], [-1.13, 0.83, -0.23], [-0.22, 0.18, 0.06], [0.51, -0.71, -0.52], [0.09, 0.20, -0.34], [-0.18, 0.44, 0.18], [0.11, 0.04, 0.47], [-1.09, -0.22, 0.39], [0.93, -0.23, -0.02], [0.00, 0.90, -0.51], [1.09, 0.99, 0.74], [0.17, 0.34, -0.44], [-0.08, -0.26, -0.30], [-0.18, -0.37, 0.76], [-0.55, -0.13, 0.22], [0.41, -0.68, -0.60], [-0.71, -0.48, -0.22], [-0.09, -1.09, 0.08], [0.23, 1.63, -0.28], [-0.12, -0.49, 1.10], [0.62, -1.61, -1.63], [0.11, 0.43, -0.22], [-0.51, -0.55, -0.12], [-0.11, 0.13, -0.13], [-0.29, -0.07, 0.29], [0.30, 0.94, 0.01], [-0.67, 0.64, 0.73], [-0.27, -1.75, -0.26], [-1.04, 1.36, -0.34], [-0.18, 0.25, -0.74], [1.82, -1.01, 0.08], [0.15, 0.21, 0.41], [0.07, 0.81, 0.38], [0.21, 0.32, -0.07], [-0.23, -0.51, 0.52], [0.00, -0.19, -0.22], [-0.57, 0.70, 0.26], [-1.44, 0.62, -0.35], [0.76, 1.00, 0.63], [-0.03, -0.74, -0.72], [-0.15, -0.87, 1.99], [0.80, -0.62, -0.24], [0.87, 0.07, 0.31], [-0.13, -0.62, -0.16], [0.32, 0.04, -0.43], [0.38, 0.43, -0.65], [-1.52, 0.43, -0.28], [-0.49, 1.02, -0.95], [1.94, -0.90, 0.95], [-0.49, -0.73, -0.85], [-2.41, -0.43, -0.14], [-0.51, 0.31, -0.48], [0.92, 0.26, 0.04], [-0.20, 0.25, 1.39], [0.30, -0.07, -0.39], [0.64, 0.24, -0.20], [0.41, 0.07, 0.50]],
  "lowdin_charge": [-0.21, -0.23, -0.17, 0.68, -0.35, -0.34, -0.22, 0.11, 0.10, 0.07, 0.11, 0.08, 0.11, 0.09, 0.10, -0.25, -0.23, -0.24, 0.68, -0.36, -0.34, -0.20, 0.12, 0.13, 0.13, 0.13, 0.12, 0.11, 0.10, 0.11, -0.21, -0.19, -0.21, 0.74, -0.32, -0.37, -0.19, 0.08, 0.10, 0.12, 0.08, 0.09, 0.09, 0.11, 0.08, -0.18, -0.24, -0.25, 0.66, -0.33, -0.33, -0.21, 0.07, 0.10, 0.14, 0.11, 0.12, 0.12, 0.10, 0.10, 0.00, -0.47, 0.04, -0.01, 0.08, 0.07, 0.07, 0.08, 0.05, 0.07, -0.01, -0.50, 0.04, -0.01, 0.05, 0.06, 0.10, 0.09, 0.10, 0.09, -0.01, -0.50, 0.06, -0.01, 0.09, 0.05, 0.10, 0.11, 0.08, 0.07, 0.02, -0.44, 0.06, -0.01, 0.05, 0.06, 0.06, 0.07, 0.08, 0.08, -0.01, -0.44, 0.04, -0.01, 0.07, 0.06, 0.09, 0.05, 0.08, 0.08, 0.00, -0.50, 0.03, -0.01, 0.10, 0.06, 0.06, 0.08, 0.10, 0.12, -0.02, -0.53, 0.05, -0.02, 0.08, 0.07, 0.08, 0.10, 0.08, 0.09, -0.02, -0.46, 0.03, -0.01, 0.10, 0.04, 0.07, 0.08, 0.09, 0.10, -0.02, -0.52, 0.08, -0.02, 0.09, 0.07, 0.04, 0.04, 0.07, 0.10]
}


Record 2
{
  "formula": "C18H27Cl2N3O5PdSi2",
  "method": "wB97M-V/def2-TZVPD",
  "total_charge": -2,
  "spin_multiplicity": 1,
  "orbital_gap_ev": 6.79,
  "total_energy_ha": -2869.85354,
  "symbols": ["Pd", "C", "Si", "C", "C", "C", "C", "C", "C", "C", "Si", "C", "C", "H", "H", "H", "H", "H", "H", "H", "H", "H", "H", "H", "H", "H", "H", "H", "H", "N", "C", "N", "C", "C", "C", "C", "C", "H", "H", "H", "H", "H", "H", "H", "H", "H", "H", "Cl", "C", "Cl", "C", "O", "O", "H", "O", "N", "O", "O"],
  "positions_angstrom": [[1.5675, 0.6224, -0.0695], [-1.4233, -0.3425, -1.6537], [0.3262, 0.3461, -1.9482], [1.1577, -0.9450, -3.0725], [0.1144, 1.8988, -3.0342], [-0.5067, 1.9740, -4.2841], [-0.6028, 3.1814, -4.9605], [-0.0810, 4.3386, -4.3870], [0.5352, 4.2755, -3.1456], [0.6454, 3.0626, -2.4593], [1.4442, 2.7800, -0.7496], [3.1764, 3.5505, -0.8422], [0.4726, 3.8765, 0.4550], [-1.3721, -1.4205, -1.4659], [-2.0687, -0.1849, -2.5246], [-1.8874, 0.1270, -0.7832], [0.5730, -1.1185, -3.9835], [1.2594, -1.8912, -2.5352], [2.1586, -0.6154, -3.3594], [-0.9223, 1.0776, -4.7380], [-1.0851, 3.2282, -5.9318], [-0.1601, 5.2858, -4.9112], [0.9358, 5.1852, -2.7056], [3.1493, 4.5603, -1.2673], [3.8367, 2.9291, -1.4501], [3.6103, 3.6050, 0.1596], [0.5844, 4.9387, 0.2083], [0.8297, 3.7176, 1.4753], [-0.5894, 3.6230, 0.4335], [1.2734, -1.6071, 0.5062], [0.4259, -1.9784, 1.2025], [-0.5537, -2.3845, 1.9902], [-1.9182, -2.3980, 1.4532], [-2.2030, -3.7390, 0.7877], [-1.9281, -4.8914, 1.7563], [-0.5058, -4.8140, 2.3160], [-0.2556, -3.4469, 2.9457], [-2.0350, -1.5450, 0.7899], [-2.5912, -2.2254, 2.2969], [-1.5655, -3.8387, -0.0976], [-3.2400, -3.7622, 0.4440], [-2.0909, -5.8549, 1.2657], [-2.6402, -4.8322, 2.5882], [0.2172, -4.9674, 1.5084], [-0.3378, -5.5993, 3.0587], [0.7726, -3.3291, 3.2845], [-0.9114, -3.2918, 3.8081], [0.2286, 0.4586, 3.2254], [-1.3215, 0.2549, 4.0533], [-1.1956, -1.1371, 5.2094], [-2.5896, 0.0414, 3.1377], [-3.6400, 0.0899, 3.8036], [-2.3874, -0.2152, 1.9447], [-1.4749, 1.1249, 4.6806], [3.0209, 0.8913, 1.6673], [4.2209, 0.5861, 1.3758], [5.0703, 0.6061, 2.2760], [4.4779, 0.1383, 0.2521]],
  "forces_ev_per_a": [[0.20, -0.13, -0.17], [0.04, 0.00, 0.00], [-0.04, -0.04, 0.06], [0.01, 0.02, 0.00], [-0.03, 0.02, 0.04], [0.00, 0.00, 0.01], [0.00, 0.01, 0.00], [-0.01, 0.00, -0.01], [0.01, -0.01, 0.00], [-0.01, 0.00, 0.00], [0.09, -0.03, 0.05], [0.00, 0.00, 0.00], [0.00, -0.01, 0.01], [0.01, 0.03, 0.01], [0.01, -0.01, -0.01], [-0.03, 0.01, -0.03], [0.00, -0.01, 0.00], [-0.01, 0.00, 0.00], [0.00, 0.00, -0.01], [0.00, 0.00, 0.00], [0.00, 0.00, 0.00], [0.00, 0.00, 0.00], [0.01, 0.00, 0.00], [0.00, 0.01, 0.01], [0.00, 0.02, -0.02], [0.00, -0.01, 0.00], [-0.01, 0.00, -0.01], [0.01, 0.01, 0.00], [0.00, 0.00, 0.01], [0.05, 0.15, -0.10], [-0.33, -0.07, 0.12], [0.25, -0.19, -0.07], [0.00, -1.16, -0.56], [0.17, -0.15, 0.10], [-0.01, -0.02, -0.04], [-0.01, 0.01, -0.02], [-0.06, -0.09, 0.02], [0.07, -0.75, -0.07], [0.06, -0.37, -0.24], [0.01, -0.04, -0.04], [-0.01, 0.02, 0.01], [0.01, -0.04, 0.01], [0.00, 0.01, 0.00], [0.01, -0.02, -0.02], [0.00, -0.01, 0.01], [0.02, -0.01, 0.02], [0.08, -0.07, -0.13], [-0.10, 0.19, 0.09], [0.04, 0.05, -0.07], [-0.05, 0.18, 0.08], [0.13, -0.14, 0.29], [-0.04, 0.10, -0.14], [-0.43, 2.48, 0.78], [0.00, -0.01, 0.03], [-0.06, 0.52, -0.17], [-0.28, -1.39, 0.48], [0.16, 0.49, -0.10], [0.10, 0.45, -0.22]],
  "nbo_charge": [0.15, -1.13, 1.25, -1.12, -0.45, -0.16, -0.26, -0.24, -0.20, -0.44, 1.26, -1.12, -1.12, 0.21, 0.21, 0.26, 0.20, 0.23, 0.23, 0.18, 0.19, 0.19, 0.19, 0.20, 0.23, 0.23, 0.20, 0.24, 0.23, -0.49, 0.53, -0.48, -0.21, -0.42, -0.40, -0.41, -0.21, 0.29, 0.22, 0.19, 0.20, 0.19, 0.19, 0.20, 0.20, 0.22, 0.21, 0.00, -0.30, -0.11, 0.74, -0.76, -0.75, 0.21, -0.58, 0.72, -0.52, -0.51]
}